(1)
{
  "formula": "C5H8N2",
  "method": "ωB97M-V/def2-TZVPD",
  "homo_energy_ha": -0.3202,
  "total_charge": 0,
  "homo_lumo_gap_ev": 9.68,
  "energy_ha": -304.6397,
  "symbols": ["C", "C", "C", "N", "C", "C", "N", "H", "H", "H", "H", "H", "H", "H", "H"],
  "positions_angstrom": [[1.54018, -0.37689, -0.73261], [0.57699, 0.19160, 0.29490], [-0.30788, 1.39574, -0.12733], [-1.55225, 0.65329, 0.21094], [-0.76743, -0.52561, 0.41595], [-1.14513, -1.89382, -0.02482], [-1.25429, -1.88427, 1.25810], [1.03605, -0.54287, -1.69042], [2.38200, 0.30547, -0.89408], [1.94026, -1.33857, -0.39469], [1.07885, 0.35518, 1.25379], [-0.21283, 1.62244, -1.19505], [-0.18959, 2.31420, 0.45437], [-2.22671, 0.56183, -0.54402], [-0.89824, -0.83774, 1.71496]],
  "forces_ev_per_angstrom": [[0.0, 0.0, 0.0], [0.1, 0.0, 0.1], [0.2, 0.3, -0.1], [-0.2, -0.1, -0.1], [0.1, 0.1, -0.3], [0.0, 0.1, 0.5], [-0.1, -0.2, -0.3], [0.1, 0.0, 0.1], [-0.1, -0.1, 0.0], [-0.1, 0.1, -0.1], [-0.1, 0.0, -0.1], [0.0, -0.1, 0.2], [0.0, -0.1, -0.1], [0.0, 0.0, 0.1], [0.0, 0.0, 0.1]]
}

(2)
{
  "formula": "C5H10NO2",
  "method": "ωB97M-V/def2-TZVPD",
  "homo_energy_ha": -0.1591,
  "total_charge": -1,
  "homo_lumo_gap_ev": 7.45,
  "energy_ha": -401.6350,
  "symbols": ["O", "C", "O", "C", "C", "C", "C", "N", "H", "H", "H", "H", "H", "H", "H", "H", "H", "H"],
  "positions_angstrom": [[-3.65737, -0.50572, -1.17069], [-3.78393, -0.59560, 0.07768], [-3.38165, 0.24940, 0.93649], [2.15612, 0.03107, -0.92126], [1.02402, 0.55864, 0.04189], [1.24974, -0.21478, 1.36906], [-0.35519, 0.24750, -0.57603], [3.46596, -0.26669, -0.57714], [-4.57839, -1.47136, 0.50371], [1.19442, 1.67180, 0.25754], [1.25990, -1.29699, 1.11895], [0.36131, -0.05131, 2.00943], [2.14442, 0.03465, 1.95616], [-1.29136, 0.54854, 0.05272], [-0.31355, 0.85968, -1.57790], [-0.52528, -0.87439, -0.92464], [3.09022, 0.94274, -0.56819], [1.94062, 0.13282, -2.00778]],
  "forces_ev_per_angstrom": [[0.0, -0.9, 1.1], [-1.5, 1.1, 0.1], [-0.2, -1.5, -0.4], [2.8, 1.4, 0.4], [0.8, -1.1, 0.9], [-1.1, -0.3, 0.2], [-0.9, 0.3, -1.8], [-3.9, 2.1, -0.8], [1.8, 1.4, -0.8], [-0.5, -1.3, -0.6], [0.1, 0.6, 0.3], [0.4, -0.1, -0.2], [-0.1, 0.0, -0.5], [1.7, -0.5, -1.1], [-0.7, -1.1, 1.7], [0.6, 2.2, 1.0], [1.1, -1.6, 0.4], [-0.5, -0.7, 0.2]]
}

(3)
{
  "formula": "C2H4NO2",
  "method": "ωB97M-V/def2-TZVPD",
  "homo_energy_ha": [-0.5815, -0.5823],
  "total_charge": 1,
  "homo_lumo_gap_ev": [9.02, 9.06],
  "energy_ha": -283.4228,
  "symbols": ["C", "C", "N", "O", "O", "H", "H", "H", "H"],
  "positions_angstrom": [[2.92126, -0.39631, -0.02397], [-2.19130, -0.38431, -0.49127], [-1.37104, 0.36085, 0.32717], [4.00568, -0.59592, -0.26971], [1.82919, -0.19212, 0.23179], [-1.90709, -0.14186, -1.64747], [-1.62883, 0.30729, 1.37733], [-1.03117, 1.32800, -0.02202], [-0.62671, -0.28561, 0.51815]],
  "forces_ev_per_angstrom": [[0.9, -0.2, -0.1], [-1.0, -1.2, -3.8], [0.3, 2.8, 2.5], [2.3, -0.4, -0.6], [-3.4, 0.6, 0.7], [-0.6, -0.2, 2.6], [-0.6, 1.1, -1.6], [-0.1, -1.6, 1.0], [2.3, -0.8, -0.8]]
}

ΔE to the lowest compared entry with this formula, charge and spin, respectively: 514.1; 503.7; 350.3 kJ/mol.